# 1
Entry from OMol25: a structure of composition C9H6N2O4Zn (the ωB97M-V functional and the def2-TZVPD basis).

2S+1: 1
E_tot in eV: -69001.0205
ΔE to the lowest compared entry with this formula, charge and spin in eV: 0.0000
Net charge: +2
Kohn-Sham gap in eV: 7.0863
M in Da: 271.5

Positions of all 22 atoms, in Å:
O -1.107 0.206 -3.862
C -0.173 0.066 -3.164
Zn 0.960 -0.850 -1.587
O 3.554 2.397 -3.280
C 2.882 1.574 -2.889
C 0.966 -2.727 -2.710
O 1.004 -3.725 -3.280
C 2.856 -1.227 -0.952
O 3.640 -1.754 -0.279
N -2.276 1.246 3.189
C -1.521 0.729 2.204
C -1.681 -0.624 1.804
C -0.880 -1.113 0.783
N -0.010 -0.302 0.110
C 0.205 0.972 0.544
C -0.556 1.543 1.547
H -2.965 0.690 3.684
H -2.161 2.211 3.483
H -2.415 -1.285 2.283
H -0.914 -2.165 0.473
H 1.011 1.551 0.057
H -0.421 2.587 1.844

---

# 2
Entry from OMol25: a structure of composition C54H37BrI4IrN4O5P (the ωB97M-V functional and the def2-TZVPD basis).

2S+1: 1
E_tot in eV: -187370.5772
ΔE to the lowest compared entry with this formula, charge and spin in eV: 4.7519
Kohn-Sham gap (spin up / spin down) in eV: 5.5594 / 5.5604
M in Da: 1632.6

Positions of all 107 atoms, in Å:
Ir 0.094 -0.006 0.413
I 5.431 -7.166 4.189
C 4.259 -5.604 3.457
C 2.902 -5.805 3.243
C 2.130 -4.764 2.754
C 2.689 -3.519 2.465
C 4.053 -3.344 2.691
C 4.838 -4.375 3.189
C 1.860 -2.405 1.952
C 1.097 -2.498 0.652
C 1.303 -3.766 -0.160
C 0.688 -3.891 -1.340
C -0.292 -2.838 -1.707
C -0.054 -1.938 -2.690
C 0.806 -2.328 -3.844
C 2.157 -2.004 -3.876
C 2.944 -2.373 -4.957
C 2.369 -3.058 -6.018
I 3.545 -3.603 -7.652
C 1.021 -3.383 -6.004
C 0.247 -3.021 -4.911
C -0.574 -0.599 -2.657
N -0.819 0.098 -1.500
C -1.595 1.160 -1.862
C -2.288 2.005 -0.941
C -3.228 2.998 -1.544
C -4.365 2.577 -2.227
C -5.238 3.493 -2.792
C -4.963 4.849 -2.684
I -6.260 6.237 -3.545
C -3.834 5.290 -2.012
C -2.974 4.360 -1.443
C -2.210 1.961 0.418
C -2.904 2.860 1.312
C -2.355 2.716 2.531
C -1.309 1.716 2.421
N -1.309 1.210 1.181
C -0.385 1.440 3.465
C 0.654 0.546 3.345
C 1.479 0.058 4.463
C 2.134 -1.023 4.038
C 1.724 -1.255 2.646
N 0.958 -0.171 2.242
C -0.563 2.147 4.766
C -1.668 1.892 5.575
C -1.830 2.536 6.793
C -0.868 3.442 7.216
I -1.100 4.412 9.049
C 0.244 3.708 6.433
C 0.386 3.063 5.212
C -1.761 1.187 -3.265
C -1.097 0.089 -3.766
N -0.313 -2.090 0.881
H 2.449 -6.761 3.467
H 1.065 -4.912 2.618
H 4.507 -2.386 2.465
H 5.895 -4.219 3.356
H 2.021 -4.498 0.183
H 0.911 -4.717 -2.007
H 2.597 -1.449 -3.058
H 3.995 -2.119 -4.974
H 0.577 -3.916 -6.833
H -0.806 -3.279 -4.890
H -4.570 1.517 -2.319
H -6.123 3.154 -3.312
H -3.622 6.347 -1.931
H -2.090 4.694 -0.917
H -3.695 3.531 1.021
H -2.597 3.255 3.431
H 1.476 0.482 5.454
H 2.778 -1.675 4.605
H -2.411 1.174 5.247
H -2.692 2.325 7.410
H 0.990 4.417 6.764
H 1.247 3.276 4.589
H -2.310 1.929 -3.820
H -1.019 -0.227 -4.794
C 2.984 -1.251 -0.375
O 1.564 -1.386 -0.222
P -1.302 -2.587 -0.276
O -2.527 -1.624 -0.358
C -3.473 -1.684 -1.438
O -2.064 -3.947 0.030
C -1.539 -5.133 0.628
H 3.147 -0.494 -1.134
H 3.385 -2.221 -0.678
H 3.446 -0.916 0.552
H -2.966 -1.524 -2.391
H -4.174 -0.874 -1.261
H -3.992 -2.642 -1.429
H -1.001 -5.728 -0.106
H -2.396 -5.689 1.000
H -0.877 -4.880 1.456
Br 2.157 1.725 -4.063
C 1.580 3.274 -3.127
C 1.270 4.388 -3.894
C 0.829 5.547 -3.278
C 0.677 5.583 -1.900
C 0.956 4.454 -1.148
C 1.428 3.288 -1.745
C 1.735 2.095 -0.873
O 2.793 1.506 -0.987
O 0.807 1.852 0.002
H 1.378 4.339 -4.969
H 0.598 6.418 -3.877
H 0.333 6.488 -1.415
H 0.812 4.454 -0.075

---

# 3
Entry from OMol25: the molecule CH2N4S (the ωB97M-V functional and the def2-TZVPD basis).

2S+1: 1
E_tot in eV: -17863.2948
ΔE to the lowest compared entry with this formula, charge and spin in eV: 0.5112
Structure (SMILES): S=c1[nH]nn[nH]1
Kohn-Sham gap in eV: 9.5311
M in Da: 102.1

Positions of all 8 atoms, in Å:
S 2.077 0.046 1.285
C 0.712 0.103 0.334
N 0.344 -0.230 -1.052
N -0.969 -0.210 -1.191
N -1.579 0.194 -0.168
N -0.571 0.413 0.739
H 0.919 -0.936 -1.598
H -0.934 0.620 1.652

---

# 4
Entry from OMol25: a cluster of 2 separate species, C5H11NO in total (the ωB97M-V functional and the def2-TZVPD basis).

2S+1: 1
E_tot in eV: -8898.7734
ΔE to the lowest compared entry with this formula, charge and spin in eV: 2.9239
Structure (SMILES): C=CC/C=C\N.O
Kohn-Sham gap in eV: 9.8554
M in Da: 101.1

Positions of all 18 atoms, in Å:
C 4.122 0.092 0.227
C 2.986 0.299 -0.415
C 1.750 0.984 0.102
C 0.479 0.360 -0.442
C -0.681 1.012 -0.486
N -0.970 2.069 0.455
H 5.000 -0.340 -0.236
H 4.163 0.194 1.309
H 2.908 0.069 -1.474
H 1.793 1.123 1.184
H 1.832 1.994 -0.301
H 0.633 -0.506 -1.074
H -1.309 1.009 -1.374
H -1.222 2.883 -0.110
H -1.882 1.880 0.873
O -5.785 -3.813 0.273
H -5.121 -3.699 0.965
H -5.363 -4.535 -0.211

---

# 5
Entry from OMol25: a cluster of 8 separate species, C36H84F4N12O16P4 in total (the ωB97M-V functional and the def2-TZVPD basis).

2S+1: 1
E_tot in eV: -137366.3755
ΔE to the lowest compared entry with this formula, charge and spin in eV: 0.0000
Structure (SMILES): CN(C)P(=O)(N(C)C)N(C)C.CN(C)P(=O)(N(C)C)N(C)C.CN(C)P(=O)(N(C)C)N(C)C.CN(C)P(=O)(N(C)C)N(C)C.O=C1OC[C@@H](F)O1.O=C1OC[C@@H](F)O1.O=C1OC[C@@H](F)O1.O=C1OC[C@@H](F)O1
Kohn-Sham gap in eV: 7.9245
M in Da: 1141.0

Positions of all 156 atoms, in Å:
C -1.450 -5.960 -15.873
N -2.844 -6.314 -16.148
C -3.309 -6.394 -17.527
P -3.861 -6.748 -14.915
O -5.064 -7.464 -15.369
N -2.877 -7.526 -13.841
C -2.098 -8.664 -14.272
C -2.986 -7.333 -12.415
N -4.192 -5.289 -14.179
C -3.162 -4.347 -13.781
C -5.481 -4.648 -14.410
H -1.308 -5.156 -15.136
H -0.921 -5.657 -16.770
H -0.894 -6.785 -15.403
H -4.018 -5.580 -17.725
H -3.778 -7.349 -17.742
H -2.488 -6.223 -18.223
H -1.189 -8.718 -13.649
H -2.581 -9.644 -14.180
H -1.677 -8.586 -15.276
H -3.895 -6.793 -12.149
H -2.941 -8.235 -11.807
H -2.196 -6.650 -12.053
H -2.213 -4.751 -13.424
H -2.872 -3.778 -14.688
H -3.539 -3.659 -13.024
H -5.356 -3.813 -15.118
H -5.972 -4.302 -13.488
H -6.229 -5.308 -14.848
C 3.422 -2.104 -15.386
N 3.169 -3.233 -16.224
C 4.281 -3.903 -16.924
P 1.593 -3.743 -16.418
O 1.568 -5.052 -17.088
N 1.055 -3.747 -14.852
C 0.122 -2.805 -14.243
C 1.392 -4.938 -14.092
N 0.907 -2.445 -17.169
C -0.550 -2.483 -17.379
C 1.636 -1.695 -18.195
H 4.275 -1.520 -15.754
H 3.730 -2.418 -14.380
H 2.570 -1.430 -15.365
H 4.524 -4.834 -16.399
H 5.158 -3.260 -16.930
H 3.991 -4.176 -17.938
H 0.522 -2.391 -13.309
H 0.041 -1.947 -14.916
H -0.886 -3.196 -14.064
H 0.988 -5.912 -14.375
H 2.492 -4.975 -14.064
H 1.119 -4.847 -13.034
H -0.788 -3.246 -18.146
H -1.105 -2.614 -16.459
H -0.860 -1.580 -17.919
H 1.268 -0.661 -18.196
H 1.407 -2.093 -19.184
H 2.706 -1.686 -18.029
C -5.954 -7.339 -23.997
N -5.058 -6.888 -25.074
C -5.295 -5.482 -25.425
P -3.436 -7.231 -25.053
O -2.766 -6.800 -26.283
N -2.704 -6.608 -23.734
C -1.745 -5.577 -23.899
C -2.865 -7.095 -22.412
N -3.442 -8.845 -24.769
C -2.247 -9.464 -24.213
C -4.266 -9.750 -25.564
H -5.510 -7.216 -22.999
H -6.128 -8.408 -24.140
H -6.911 -6.831 -23.988
H -6.361 -5.367 -25.641
H -4.799 -5.295 -26.378
H -5.030 -4.730 -24.677
H -1.715 -5.252 -24.933
H -1.995 -4.735 -23.257
H -0.771 -5.975 -23.589
H -3.132 -6.296 -21.710
H -3.635 -7.864 -22.408
H -1.967 -7.567 -21.983
H -1.350 -8.947 -24.568
H -2.250 -9.459 -23.123
H -2.175 -10.495 -24.551
H -4.776 -10.461 -24.905
H -3.666 -10.242 -26.329
H -5.081 -9.181 -26.017
C -12.191 -9.683 -20.385
N -13.263 -8.951 -21.027
C -14.510 -8.907 -20.278
P -13.051 -8.121 -22.433
O -13.055 -8.907 -23.658
N -14.245 -6.951 -22.487
C -15.495 -7.314 -23.112
C -14.062 -5.569 -22.111
N -11.638 -7.306 -22.172
C -11.300 -6.590 -20.950
C -10.563 -7.374 -23.144
H -12.043 -9.282 -19.376
H -11.247 -9.478 -20.894
H -12.409 -10.749 -20.407
H -14.713 -9.882 -19.827
H -15.332 -8.695 -20.954
H -14.505 -8.150 -19.481
H -16.265 -7.618 -22.384
H -15.903 -6.526 -23.742
H -15.337 -8.214 -23.707
H -13.897 -5.438 -21.041
H -13.285 -5.055 -22.690
H -14.980 -5.041 -22.377
H -10.527 -7.088 -20.351
H -10.921 -5.612 -21.264
H -12.144 -6.412 -20.287
H -10.859 -7.612 -24.163
H -9.855 -8.199 -22.919
H -9.912 -6.498 -23.114
O -11.586 -4.262 -18.082
C -11.102 -3.810 -19.042
O -11.635 -2.857 -19.831
C -10.910 -2.811 -21.049
C -9.609 -3.523 -20.722
F -8.568 -2.624 -20.543
O -9.878 -4.183 -19.520
H -11.507 -3.300 -21.822
H -10.775 -1.789 -21.397
H -9.266 -4.269 -21.437
O -8.234 -0.083 -22.212
C -7.649 0.226 -21.245
O -8.195 0.582 -20.055
C -7.177 0.743 -19.078
C -5.868 0.727 -19.905
F -5.061 -0.278 -19.442
O -6.284 0.383 -21.204
H -7.139 1.730 -18.591
H -7.191 0.079 -18.221
H -5.333 1.668 -20.003
O -7.864 -6.041 -21.787
C -6.945 -5.418 -21.458
O -6.247 -5.578 -20.310
C -5.564 -4.371 -20.008
C -5.449 -3.702 -21.383
F -4.254 -4.102 -22.025
O -6.561 -4.231 -22.053
H -6.034 -3.766 -19.237
H -4.545 -4.522 -19.642
H -5.385 -2.619 -21.302
O -6.431 -2.183 -17.498
C -6.260 -1.688 -16.440
O -7.210 -1.178 -15.690
C -6.677 -0.626 -14.508
C -5.187 -0.818 -14.664
F -4.649 -1.528 -13.629
O -5.010 -1.471 -15.888
H -6.926 0.430 -14.416
H -7.176 -1.142 -13.691
H -4.661 0.138 -14.699

---

# 6
Entry from OMol25: a structure of composition C29H34FeN10O2S (the ωB97M-V functional and the def2-TZVPD basis).

2S+1: 5
E_tot in eV: -94844.2990
Kohn-Sham gap (spin up / spin down) in eV: 6.4169 / 5.9799
M in Da: 642.6

Positions of all 77 atoms, in Å:
Fe -0.360 -0.381 0.916
C -2.414 -2.937 0.508
C -1.121 -3.243 -0.238
N 0.041 -2.650 0.430
C 0.442 -3.366 1.636
C -0.342 -2.929 2.847
C -0.602 -3.762 3.928
C -1.253 -3.227 5.029
C -1.619 -1.889 5.024
C -1.326 -1.138 3.897
C -1.599 0.337 3.750
N -1.911 0.646 2.365
C -3.293 0.414 1.951
C -3.527 -1.056 1.629
N -2.540 -1.500 0.656
N -0.718 -1.662 2.842
H -3.254 -3.389 -0.038
H -2.400 -3.397 1.500
H -1.009 -4.330 -0.355
H -1.194 -2.809 -1.237
H 0.828 -2.616 -0.204
H 0.366 -4.456 1.521
H 1.487 -3.117 1.836
H -0.297 -4.800 3.905
H -1.473 -3.849 5.887
H -2.118 -1.437 5.872
H -2.379 0.668 4.448
H -0.670 0.852 4.007
H -1.628 1.592 2.140
H -4.009 0.752 2.712
H -3.469 0.998 1.046
H -3.430 -1.662 2.533
H -4.562 -1.180 1.279
H -2.756 -1.104 -0.257
S 1.638 -0.439 2.381
C 2.782 -0.285 1.123
N 4.095 -0.344 1.381
N 4.950 0.184 0.483
C 4.921 1.446 -0.151
C 3.979 2.435 0.129
C 4.068 3.660 -0.512
C 5.076 3.920 -1.433
C 6.018 2.937 -1.694
C 5.945 1.710 -1.053
N 2.453 -0.130 -0.208
N 1.240 -0.346 -0.525
C 1.031 -0.079 -1.929
C 0.105 -0.850 -2.615
C -0.155 -0.604 -3.953
C 0.506 0.427 -4.608
C 1.434 1.199 -3.920
C 1.705 0.945 -2.584
H 5.865 -0.232 0.546
H 3.189 2.267 0.847
H 3.331 4.420 -0.285
H 5.128 4.877 -1.935
H 6.815 3.121 -2.403
H 6.685 0.944 -1.260
H -0.434 -1.624 -2.086
H -0.885 -1.209 -4.475
H 0.295 0.632 -5.650
H 1.946 2.010 -4.422
H 2.416 1.545 -2.035
C -3.583 1.864 -3.744
N -2.649 1.947 -2.633
C -2.037 3.116 -2.297
C -1.195 3.202 -1.256
C -0.958 1.996 -0.493
O -0.171 1.955 0.481
N -1.579 0.847 -0.839
C -2.422 0.786 -1.893
O -3.016 -0.241 -2.238
H -3.630 2.838 -4.227
H -4.573 1.578 -3.392
H -3.253 1.113 -4.460
H -2.272 3.965 -2.926
H -0.693 4.120 -0.998

---

# 7
Entry from OMol25: a structure of composition C3H9N3O3 (the ωB97M-V functional and the def2-TZVPD basis).

2S+1: 1
E_tot in eV: -13864.0351
ΔE to the lowest compared entry with this formula, charge and spin in eV: 7.0193
Kohn-Sham gap in eV: 9.8236
M in Da: 135.1

Positions of all 18 atoms, in Å:
C 1.497 -0.852 -1.052
N 0.481 -0.446 -0.049
O 0.625 -0.975 1.106
N -1.003 -0.993 -0.778
N -1.365 -1.855 0.060
H -0.818 -1.847 0.964
H -2.240 -2.342 -0.072
H 2.457 -0.484 -0.696
H 1.252 -0.409 -2.011
H 1.502 -1.939 -1.091
C 0.131 1.751 1.293
C 0.133 1.185 -0.097
O -1.679 0.684 -0.236
O 0.505 1.737 -1.099
H -1.903 1.069 -1.095
H -0.361 1.094 2.001
H -0.381 2.711 1.246
H 1.165 1.912 1.606

---

# 8
Entry from OMol25: a cluster of 3 separate species, C3H10O3 in total (the ωB97M-V functional and the def2-TZVPD basis).

2S+1: 1
E_tot in eV: -9414.6709
ΔE to the lowest compared entry with this formula, charge and spin in eV: 0.8620
Structure (SMILES): C/C=C/O.O.O
Kohn-Sham gap in eV: 9.0048
M in Da: 94.1

Positions of all 16 atoms, in Å:
C 1.188 -2.220 -2.793
C 0.391 -2.034 -1.540
C 0.850 -1.265 -0.565
O 0.233 -1.147 0.642
H 0.580 -2.594 -3.609
H 1.655 -1.286 -3.080
H 2.004 -2.929 -2.682
H -0.518 -2.577 -1.327
H 1.717 -0.636 -0.725
H 0.402 -0.295 1.057
O -2.974 2.991 4.223
H -2.703 2.388 3.523
H -3.005 2.439 5.018
O -0.124 2.735 0.785
H 0.280 3.495 1.220
H 0.025 2.937 -0.146

---

# 9
Entry from OMol25: a structure of composition C6H12O3P (the ωB97M-V functional and the def2-TZVPD basis).

2S+1: 1
E_tot in eV: -21837.4187
Net charge: +1
Kohn-Sham gap in eV: 9.7277
M in Da: 163.1

Positions of all 22 atoms, in Å:
C 1.221 -0.678 0.788
C 0.385 1.551 -0.755
C -1.250 -0.875 -0.564
C -0.778 0.515 1.508
C -1.319 1.133 2.844
C 1.163 -0.860 -2.349
O 0.444 -0.156 1.846
O -0.548 1.650 0.889
O -1.600 -0.415 0.810
P 0.482 -0.241 -0.801
H 2.195 -0.318 0.916
H 1.231 -1.746 0.966
H -0.489 1.936 -1.212
H 1.343 2.037 -0.456
H -1.312 -2.008 -0.371
H -1.912 -0.417 -1.401
H -2.156 1.811 2.764
H -0.435 1.591 3.203
H -1.572 0.271 3.472
H 0.986 -0.147 -3.180
H 0.740 -1.790 -2.741
H 2.187 -1.102 -2.337

---

# 10
Entry from OMol25: the molecule C4H5NO (the ωB97M-V functional and the def2-TZVPD basis).

2S+1: 1
E_tot in eV: -7764.3034
ΔE to the lowest compared entry with this formula, charge and spin in eV: 2.2230
Structure (SMILES): CN=C=CC=O
Kohn-Sham gap in eV: 9.3234
M in Da: 83.1

Positions of all 11 atoms, in Å:
C 0.912 -1.854 -0.817
N 1.158 -0.463 -0.467
C 0.269 0.210 -0.017
C -0.821 0.918 0.264
C -0.801 2.017 1.209
O 0.191 2.379 1.809
H 1.827 -2.437 -0.816
H 0.141 -2.317 -0.192
H 0.536 -1.776 -1.842
H -1.650 0.759 -0.419
H -1.762 2.564 1.288